# 1
{"formula": "C5H12N2", "method": "ωB97M-V with the def2-TZVPD basis set", "largest_force_ha_per_bohr": 0.0619, "e_above_lowest_kj_mol": 96.1, "homo_energy_ev": -9.2, "smiles": "[H]/N=C(\\C)[C@@H](N)CC", "gap_ev": 10.1, "lumo_ev": 0.94, "elements": ["H", "N", "C", "C", "C", "N", "C", "C", "H", "H", "H", "H", "H", "H", "H", "H", "H", "H", "H"], "xyz": [[-0.089960, 2.736500, 0.673645], [-0.419506, 1.892720, 0.192449], [0.542359, 1.016844, 0.081842], [1.843152, 1.204771, 0.828829], [0.308970, -0.228915, -0.728940], [1.056256, -1.389281, -0.289659], [-1.370383, -0.510877, -0.848900], [-1.994891, -0.943339, 0.461915], [2.685781, 0.979867, 0.169651], [1.880575, 0.534931, 1.692147], [1.942774, 2.234914, 1.181331], [0.510555, -0.015319, -1.781485], [0.896439, -2.178570, -0.911779], [2.060974, -1.245154, -0.256093], [-1.885212, 0.364882, -1.250963], [-1.475674, -1.296830, -1.603208], [-1.572121, -1.888832, 0.812827], [-3.075182, -1.082740, 0.339242], [-1.844907, -0.185571, 1.237149]], "forces_ev_per_angstrom": [[0.0, -0.4, 0.1], [1.5, -1.2, -0.7], [-1.5, 1.8, 1.1], [0.1, -0.1, -0.5], [-3.0, 0.0, -0.9], [-0.2, -0.5, 0.4], [2.3, -0.2, 0.3], [-0.1, -0.1, 0.2], [0.1, 0.0, 0.2], [0.0, 0.0, -0.1], [0.0, -0.2, -0.1], [0.3, 0.5, -0.1], [0.0, 0.2, 0.2], [-0.2, 0.2, -0.1], [0.5, 0.1, 0.1], [0.1, -0.1, 0.1], [0.0, 0.1, 0.0], [0.1, 0.0, 0.0], [0.0, -0.1, -0.1]]}

# 2
{"formula": "C42H42AsCsN4O2S", "method": "ωB97M-V with the def2-TZVPD basis set", "largest_force_ha_per_bohr": 0.0195, "e_above_lowest_kj_mol": 92.1, "homo_energy_ev": -5.7, "gap_ev": 4.9, "lumo_ev": -0.81, "elements": ["Cs", "C", "C", "C", "C", "C", "N", "C", "C", "C", "N", "C", "C", "C", "C", "C", "C", "C", "C", "N", "C", "C", "C", "N", "C", "C", "C", "C", "O", "C", "O", "H", "H", "H", "H", "H", "H", "H", "H", "H", "H", "H", "H", "H", "H", "H", "H", "H", "H", "H", "H", "H", "H", "H", "H", "H", "H", "H", "H", "S", "C", "C", "C", "C", "C", "C", "As", "C", "C", "C", "C", "C", "C", "C", "C", "C", "C", "C", "C", "H", "H", "H", "H", "H", "H", "H", "H", "H", "H", "H", "H", "H", "H"], "xyz": [[0.275059, -0.733909, 0.535940], [-1.835969, -0.120083, -7.452017], [-1.565560, -0.525674, -6.029499], [-2.028623, -1.683636, -5.490647], [-1.760212, -2.045388, -4.141448], [-2.343635, -3.199375, -3.627079], [-2.212854, -3.618640, -2.390404], [-2.918927, -4.777198, -1.862214], [-2.162096, -5.415561, -0.709226], [-2.138993, -4.562116, 0.560463], [-3.466483, -4.434913, 1.154455], [-4.469004, -3.606155, 0.880497], [-4.563231, -2.375748, 0.240178], [-5.892066, -2.004800, -0.160666], [-6.152133, -0.872176, -0.851527], [-7.527651, -0.498117, -1.327456], [-5.053427, 0.006548, -1.094014], [-3.783965, -0.204300, -0.648630], [-2.839105, 0.916712, -0.842275], [-1.864515, 1.222381, -0.099374], [-1.227414, 2.513022, -0.356000], [0.275198, 2.530153, -0.077168], [1.135995, 2.160849, -1.290466], [0.646429, 0.949061, -1.924375], [0.185721, 1.076886, -3.095148], [-0.497959, 0.039942, -3.875455], [-0.823498, 0.330292, -5.171780], [-0.921549, -1.223034, -3.289081], [-0.622142, -1.572866, -2.127568], [-3.449018, -1.455793, 0.030654], [-2.304192, -1.717418, 0.421323], [-2.440895, -0.869255, -7.961678], [-0.907650, -0.000762, -8.013979], [-2.369227, 0.831509, -7.499595], [-2.634109, -2.355388, -6.092588], [-2.971277, -3.806240, -4.276422], [-1.635520, -2.999696, -1.803125], [-3.043540, -5.494949, -2.674499], [-3.920006, -4.478534, -1.536007], [-1.126635, -5.593731, -1.010037], [-2.605708, -6.391432, -0.497147], [-1.746918, -3.571068, 0.357977], [-1.497620, -5.038276, 1.301122], [-3.740446, -5.229820, 1.710673], [-5.419053, -4.001217, 1.233650], [-6.704485, -2.688423, 0.068342], [-8.252779, -1.267508, -1.064908], [-7.550434, -0.369460, -2.411676], [-7.858215, 0.442158, -0.881839], [-5.254553, 0.934271, -1.624086], [-3.122631, 1.575876, -1.678577], [-1.706490, 3.225993, 0.320393], [-1.431548, 2.860779, -1.380506], [0.499056, 1.903286, 0.786785], [0.557496, 3.542707, 0.213727], [2.164373, 2.004537, -0.959427], [1.140574, 3.004926, -1.997145], [0.248421, 2.049751, -3.608415], [-0.498716, 1.290698, -5.564846], [1.067276, -0.359021, 3.627586], [2.399263, -0.061537, 4.711864], [2.315287, -0.324571, 6.085317], [3.394384, -0.103793, 6.926210], [4.592334, 0.389293, 6.423997], [4.691349, 0.670409, 5.067862], [3.611430, 0.463192, 4.219605], [3.667103, 0.776014, 2.297191], [2.934667, 2.606583, 2.247649], [3.282084, 3.426215, 1.175535], [2.762202, 4.708410, 1.057389], [1.880206, 5.187284, 2.018156], [1.524971, 4.375507, 3.087224], [2.045710, 3.092000, 3.200798], [5.566941, 1.319861, 2.149116], [6.421098, 0.428486, 1.505079], [7.775125, 0.706547, 1.361905], [8.292293, 1.891633, 1.862511], [7.451918, 2.789026, 2.510090], [6.102088, 2.502977, 2.653609], [1.386208, -0.717638, 6.478245], [3.303380, -0.321287, 7.984337], [5.437135, 0.557820, 7.079707], [5.625536, 1.053616, 4.671403], [3.981671, 3.065650, 0.427318], [3.053498, 5.335362, 0.222981], [1.478656, 6.189854, 1.936013], [0.838016, 4.742763, 3.839883], [1.751523, 2.459012, 4.028777], [6.018629, -0.497361, 1.107447], [8.424230, 0.001254, 0.857710], [9.345886, 2.115761, 1.752716], [7.851572, 3.713177, 2.909329], [5.460687, 3.207824, 3.169276]], "forces_ev_per_angstrom": [[0.7, -0.6, 0.3], [0.0, 0.0, 0.0], [0.0, 0.0, 0.0], [0.0, 0.0, 0.0], [0.1, 0.0, 0.0], [0.0, 0.0, 0.0], [-0.1, -0.1, 0.0], [0.0, 0.0, 0.0], [0.0, 0.0, 0.0], [0.1, -0.1, -0.1], [0.0, 0.0, 0.0], [0.0, 0.0, 0.0], [0.0, 0.0, -0.1], [0.0, 0.0, 0.0], [0.0, 0.0, 0.0], [0.0, 0.0, 0.0], [0.0, 0.0, 0.0], [0.0, 0.0, 0.0], [0.0, 0.1, 0.0], [-0.3, 0.1, -0.1], [0.0, 0.0, 0.0], [-0.1, 0.2, -0.1], [0.0, 0.0, 0.0], [0.0, 0.3, -0.2], [0.1, 0.0, 0.0], [0.0, 0.0, 0.0], [0.0, 0.0, 0.0], [0.0, 0.1, -0.1], [-0.2, -0.2, -0.1], [-0.1, -0.1, 0.0], [-0.3, 0.0, 0.1], [0.0, 0.0, 0.0], [0.0, 0.0, 0.0], [0.0, 0.0, 0.0], [0.0, 0.0, 0.0], [0.0, 0.0, 0.0], [0.0, 0.0, 0.0], [0.0, 0.0, 0.0], [0.0, 0.0, 0.0], [0.0, 0.0, 0.0], [0.0, 0.0, 0.0], [-0.1, 0.1, 0.1], [0.0, 0.0, 0.0], [0.0, 0.0, 0.0], [0.0, 0.0, 0.0], [0.0, 0.0, 0.0], [0.0, 0.0, 0.0], [0.0, 0.0, 0.0], [0.0, 0.0, 0.0], [0.0, 0.0, 0.0], [0.0, 0.0, 0.0], [0.0, 0.0, 0.1], [0.0, 0.0, 0.0], [0.0, 0.2, 0.0], [0.0, -0.1, 0.1], [0.0, 0.0, 0.0], [0.0, 0.0, 0.0], [0.0, 0.0, 0.0], [0.0, 0.0, 0.0], [-0.1, 0.1, 0.2], [0.0, 0.0, -0.1], [0.1, 0.0, 0.1], [-0.1, 0.0, 0.0], [0.0, 0.0, 0.0], [0.1, 0.0, 0.0], [0.0, -0.1, 0.0], [0.1, 0.2, 0.1], [0.0, -0.1, -0.1], [0.0, 0.0, 0.0], [0.1, 0.0, 0.1], [0.0, 0.0, 0.0], [0.0, 0.0, 0.0], [0.0, 0.0, 0.0], [-0.1, -0.1, 0.0], [0.0, 0.0, 0.0], [0.0, 0.0, 0.0], [0.0, 0.0, 0.0], [0.0, 0.0, 0.0], [0.0, 0.1, 0.0], [0.0, 0.0, 0.0], [0.0, 0.0, 0.0], [0.0, 0.0, 0.0], [-0.1, 0.0, 0.1], [0.0, 0.0, 0.0], [0.0, 0.0, 0.0], [0.0, 0.0, 0.0], [0.0, 0.0, 0.0], [0.0, 0.0, 0.0], [0.0, 0.0, 0.0], [0.0, 0.0, 0.0], [0.0, 0.0, 0.0], [0.0, 0.0, 0.0], [0.0, 0.0, 0.0]]}

# 3
{"formula": "C28H33N6O6SSc", "method": "ωB97M-V with the def2-TZVPD basis set", "largest_force_ha_per_bohr": 0.0073, "e_above_lowest_kj_mol": 0.0, "homo_energy_ev": -7.4, "gap_ev": 6.2, "lumo_ev": -1.19, "elements": ["Sc", "O", "C", "O", "C", "C", "C", "N", "C", "C", "C", "O", "O", "H", "H", "H", "N", "C", "S", "C", "C", "C", "N", "C", "C", "H", "H", "H", "H", "H", "H", "C", "N", "C", "C", "N", "N", "C", "C", "H", "H", "H", "H", "H", "H", "H", "H", "H", "H", "H", "H", "H", "C", "C", "C", "C", "C", "C", "C", "C", "C", "C", "O", "O", "H", "H", "H", "H", "H", "H", "H", "H", "H", "H", "H"], "xyz": [[0.154616, 0.014949, -0.161255], [0.374912, 4.693896, 5.179671], [1.261948, 4.660319, 4.316303], [2.278734, 5.348936, 4.129881], [1.055434, 3.554270, 3.240885], [1.972257, 3.406989, 2.206606], [1.754239, 2.451490, 1.237319], [0.674208, 1.660422, 1.245388], [-0.213924, 1.794001, 2.249730], [-0.051929, 2.710544, 3.264675], [-1.411703, 0.873694, 2.142137], [-2.178663, 0.700287, 3.050551], [-1.495198, 0.285923, 0.950783], [2.832332, 4.063216, 2.190060], [2.440893, 2.309213, 0.410530], [-0.779217, 2.797983, 4.060248], [-0.361595, 6.078208, -3.864255], [-1.230617, 5.071478, -4.032905], [-2.481872, 5.087863, -5.088796], [-0.926107, 3.850877, -3.228280], [0.340510, 3.276560, -3.262744], [0.581693, 2.141768, -2.513095], [-0.354341, 1.586533, -1.735706], [-1.573938, 2.143960, -1.697951], [-1.903992, 3.258555, -2.439958], [-0.523962, 6.937496, -4.364183], [0.302865, 6.075753, -3.109350], [1.123682, 3.698013, -3.877616], [1.551060, 1.659908, -2.513741], [-2.290429, 1.677265, -1.033125], [-2.900933, 3.673243, -2.399752], [-1.439063, -2.887477, 0.822028], [-0.997096, -3.572436, -0.383617], [-0.563351, -4.947001, -0.184704], [-0.746261, -2.889360, -1.517255], [-0.613514, -1.579375, -1.512612], [-0.604208, -3.624299, -2.665790], [0.030182, -3.015863, -3.820180], [-1.541926, -4.694216, -2.983541], [-2.052397, -3.574697, 1.403940], [-2.035950, -2.015400, 0.576627], [-0.588604, -2.579829, 1.437871], [0.023899, -4.998597, 0.733332], [0.062509, -5.274747, -1.009299], [-1.415032, -5.623290, -0.085937], [-0.659993, -1.225732, -2.462992], [0.886478, -2.418911, -3.509821], [-0.660876, -2.388832, -4.397313], [0.387640, -3.809734, -4.474722], [-2.199129, -4.886582, -2.141165], [-1.015825, -5.615026, -3.241697], [-2.161509, -4.399350, -3.834948], [7.612713, -3.583542, -0.513457], [6.277692, -2.898404, -0.422151], [5.101521, -3.632722, -0.346199], [3.861179, -3.015727, -0.267427], [2.620249, -3.866076, -0.179946], [3.803036, -1.617109, -0.291313], [4.972759, -0.850427, -0.376052], [4.959942, 0.655022, -0.363515], [6.192090, -1.512385, -0.426899], [2.481086, -0.945250, -0.225153], [2.167959, -0.030410, -1.052763], [1.616652, -1.299913, 0.642100], [7.556483, -4.607209, -0.145644], [8.366027, -3.049959, 0.065655], [7.957018, -3.618342, -1.549131], [5.151642, -4.715992, -0.341224], [2.860607, -4.905347, -0.402350], [1.856871, -3.531114, -0.885955], [2.183582, -3.813471, 0.817402], [4.352754, 1.042460, 0.454468], [4.549006, 1.048464, -1.293450], [5.971929, 1.036056, -0.241035], [7.103700, -0.926262, -0.463097]], "forces_ev_per_angstrom": [[-0.3, -0.1, 0.2], [0.0, 0.0, 0.0], [0.0, 0.0, 0.0], [0.0, 0.0, 0.0], [0.0, 0.0, 0.0], [0.0, 0.0, 0.0], [0.0, 0.0, 0.0], [0.1, 0.0, -0.1], [0.0, 0.0, -0.1], [0.0, 0.0, 0.0], [0.0, 0.0, -0.1], [-0.1, 0.0, 0.0], [0.4, -0.1, 0.0], [0.0, 0.0, 0.0], [0.0, 0.0, 0.0], [0.0, 0.0, 0.0], [-0.1, 0.0, 0.0], [0.1, -0.1, -0.1], [0.0, 0.0, 0.1], [0.0, 0.0, 0.0], [0.0, 0.1, 0.0], [0.0, 0.0, 0.0], [0.0, 0.0, 0.0], [0.0, 0.0, 0.0], [0.0, 0.0, 0.0], [0.0, 0.0, 0.0], [0.0, 0.0, 0.0], [0.0, 0.0, 0.0], [0.0, 0.0, 0.0], [0.0, 0.0, 0.0], [0.0, 0.0, 0.0], [0.0, 0.0, 0.0], [0.0, 0.0, 0.0], [0.0, 0.0, 0.0], [0.1, 0.0, 0.0], [0.0, 0.0, -0.1], [0.0, 0.0, 0.0], [0.0, 0.0, 0.0], [0.0, 0.0, 0.0], [0.0, 0.0, 0.0], [0.0, 0.0, 0.0], [0.0, 0.0, 0.0], [0.0, 0.0, 0.0], [0.0, 0.0, 0.0], [0.0, 0.0, 0.0], [0.0, 0.0, 0.0], [0.0, 0.0, 0.0], [0.0, 0.0, 0.0], [0.0, 0.0, 0.0], [0.0, 0.0, 0.0], [0.0, 0.0, 0.0], [0.0, 0.0, 0.0], [0.0, 0.0, 0.0], [0.0, 0.0, 0.0], [0.0, 0.0, 0.0], [-0.1, 0.0, 0.0], [0.0, 0.0, 0.0], [0.1, 0.0, 0.0], [0.1, -0.1, 0.0], [0.0, 0.0, -0.1], [0.0, 0.0, 0.0], [-0.1, 0.0, 0.0], [0.0, 0.1, 0.1], [0.0, 0.0, -0.1], [0.0, 0.0, 0.0], [0.0, 0.0, 0.0], [0.0, 0.0, 0.0], [0.0, 0.0, 0.0], [0.0, 0.0, 0.0], [0.0, 0.0, 0.0], [0.0, 0.0, 0.0], [0.0, 0.0, 0.0], [0.0, 0.0, 0.0], [0.0, 0.0, 0.0], [0.0, 0.0, 0.0]]}